# 1
The following is a DFT calculation (ωB97M-V/def2-TZVPD) of an isolated molecule of C10H8N2Se.

## Properties
HOMO energy: -0.345 Ha
2S+1: 1
SMILES: CC(C#N)(C#N)[Se]c1ccccc1

The geometry in XYZ format:
```
21
Properties=species:S:1:pos:R:3:forces:R:3:lowdin_charge:R:1
C -1.288 2.087 1.184 -1.8817 -0.4548 2.0909 -0.1169
C -0.234 2.213 0.129 1.4805 -2.3017 -0.7620 -0.6732
C 0.051 3.590 -0.221 -0.6198 -1.8855 0.2073 -0.2548
N 0.087 4.694 -0.464 0.3207 2.1121 -0.5076 0.1980
C 1.036 1.551 0.580 -2.1948 1.6134 -0.3318 -0.2555
N 1.920 1.261 1.230 1.5657 -0.8357 0.5794 0.2046
Se -0.870 1.119 -1.521 0.8146 -0.0923 0.3859 1.0679
C -0.164 -0.632 -0.940 -1.5828 -0.0250 -0.7920 -0.5148
C 1.168 -0.965 -1.141 0.1340 0.1310 0.7269 -0.1428
C 1.687 -2.157 -0.602 0.7146 0.6840 -0.7224 -0.0634
C 0.768 -3.008 0.007 0.3925 -1.4525 0.6784 -0.0962
C -0.614 -2.811 -0.054 1.9142 2.0055 -0.6191 -0.0752
C -1.122 -1.592 -0.535 2.7129 -0.9503 0.4364 -0.0920
H -0.930 2.211 2.259 -0.1049 -0.0675 -1.5064 0.1190
H -1.888 1.113 1.145 1.1863 1.2697 -0.0971 0.0970
H -2.006 2.897 0.999 -0.0216 -0.2675 0.1303 0.0888
H 1.792 -0.214 -1.620 0.1373 -0.3064 0.1242 0.1028
H 2.801 -2.300 -0.757 -1.6215 -0.2699 0.6229 0.1302
H 0.976 -3.960 0.596 0.6608 1.3639 -1.1677 0.1263
H -1.032 -3.666 0.359 -2.1868 -0.8211 0.4461 0.0790
H -2.140 -1.432 -0.633 -1.8202 0.5508 0.0771 0.0712
```
Positions in Å, forces in eV/Å.

***

# 2
The following is a DFT calculation (ωB97M-V/def2-TZVPD) of the ion C4H6N3 with charge +1.

## Properties
HOMO energy: -0.552 Ha
total charge: +1
2S+1: 1
SMILES: [H]/N=C1/[C@H](C)N1C#[NH+]

The geometry in XYZ format:
```
13
Properties=species:S:1:pos:R:3:forces:R:3:lowdin_charge:R:1
H -2.845 0.314 1.277 -0.2298 -0.2546 -0.4342 0.1259
N -1.872 0.490 1.094 2.4554 -1.0384 -1.6506 0.3077
C -0.904 0.050 0.508 -0.5894 1.8148 2.3947 -0.0496
C 0.557 -0.238 0.456 -2.1039 1.6466 -3.5322 -0.1843
C 1.537 0.466 -0.453 -1.9836 0.7963 0.3442 0.0128
N -0.191 -1.274 -0.261 -1.5433 -1.1792 0.1210 0.0913
C 0.128 -2.165 -1.061 2.6023 -2.8548 -0.2417 -0.1282
N 0.679 -3.029 -1.668 -1.9002 3.2380 0.6889 0.3188
H 0.920 -0.394 1.394 0.9731 -1.2621 2.6502 0.1318
H 1.378 0.204 -1.464 -0.7973 -0.0644 -1.2381 0.0786
H 2.476 0.060 -0.298 2.1606 -0.0340 0.9554 0.0752
H 1.376 1.532 -0.348 0.8376 0.2330 0.0995 0.1072
H 1.006 -3.935 -1.860 0.1186 -1.0412 -0.1571 0.1127
```
Positions in Å, forces in eV/Å.

***

Please write out number 1 again, unchanged.
The following is a DFT calculation (ωB97M-V/def2-TZVPD) of an isolated molecule of C10H8N2Se.

## Properties
HOMO energy: -0.345 Ha
2S+1: 1
SMILES: CC(C#N)(C#N)[Se]c1ccccc1

The geometry in XYZ format:
```
21
Properties=species:S:1:pos:R:3:forces:R:3:lowdin_charge:R:1
C -1.288 2.087 1.184 -1.8817 -0.4548 2.0909 -0.1169
C -0.234 2.213 0.129 1.4805 -2.3017 -0.7620 -0.6732
C 0.051 3.590 -0.221 -0.6198 -1.8855 0.2073 -0.2548
N 0.087 4.694 -0.464 0.3207 2.1121 -0.5076 0.1980
C 1.036 1.551 0.580 -2.1948 1.6134 -0.3318 -0.2555
N 1.920 1.261 1.230 1.5657 -0.8357 0.5794 0.2046
Se -0.870 1.119 -1.521 0.8146 -0.0923 0.3859 1.0679
C -0.164 -0.632 -0.940 -1.5828 -0.0250 -0.7920 -0.5148
C 1.168 -0.965 -1.141 0.1340 0.1310 0.7269 -0.1428
C 1.687 -2.157 -0.602 0.7146 0.6840 -0.7224 -0.0634
C 0.768 -3.008 0.007 0.3925 -1.4525 0.6784 -0.0962
C -0.614 -2.811 -0.054 1.9142 2.0055 -0.6191 -0.0752
C -1.122 -1.592 -0.535 2.7129 -0.9503 0.4364 -0.0920
H -0.930 2.211 2.259 -0.1049 -0.0675 -1.5064 0.1190
H -1.888 1.113 1.145 1.1863 1.2697 -0.0971 0.0970
H -2.006 2.897 0.999 -0.0216 -0.2675 0.1303 0.0888
H 1.792 -0.214 -1.620 0.1373 -0.3064 0.1242 0.1028
H 2.801 -2.300 -0.757 -1.6215 -0.2699 0.6229 0.1302
H 0.976 -3.960 0.596 0.6608 1.3639 -1.1677 0.1263
H -1.032 -3.666 0.359 -2.1868 -0.8211 0.4461 0.0790
H -2.140 -1.432 -0.633 -1.8202 0.5508 0.0771 0.0712
```
Positions in Å, forces in eV/Å.